P:
Density functional theory data (wB97M-V/def2-TZVPD) for the molecule C5H10O2.

Calculated values
Frontier orbital gap in Eh: 0.3842

```
! RIJCOSX wB97M-V def2-TZVPD def2/J DEFGRID3
* xyz 0 1
C -1.33253 -0.62418 -0.11239
C -0.26633 0.44200 0.14785
O -0.50959 1.56501 -0.70060
C -0.17259 0.86890 1.61522
C 1.16175 0.00044 -0.29183
C 1.31955 -1.10300 -1.30519
O 2.13020 0.55984 0.17252
H -2.32115 -0.24673 0.17426
H -1.37105 -0.87695 -1.17708
H -1.14269 -1.53961 0.46079
H -1.15104 2.12975 -0.25005
H -0.82093 1.72784 1.82419
H -0.46676 0.05798 2.29237
H 2.38448 -1.23658 -1.49746
H 0.89715 -2.03621 -0.91650
H 0.79586 -0.86169 -2.23572
H 0.86568 1.17321 1.79962
*
```

=====

Q:
Density functional theory data (wB97M-V/def2-TZVPD) for the molecule C5H10O2.

Calculated values
Frontier orbital gap in Eh: 0.4037

```
! RIJCOSX wB97M-V def2-TZVPD def2/J DEFGRID3
* xyz 0 1
O 2.58730 0.34511 -0.14361
C 1.64675 -0.62673 0.24519
C 0.35937 -0.60680 -0.61930
C -0.91563 -0.97760 0.18238
C -1.64636 0.37301 0.38819
C -0.62991 1.39297 -0.13136
O 0.11723 0.70245 -1.12311
H 2.18023 0.87730 -0.84043
H 1.39726 -0.48504 1.30764
H 2.11392 -1.61844 0.15732
H 0.52058 -1.22760 -1.50724
H -0.65636 -1.43685 1.14183
H -1.55025 -1.68318 -0.36078
H -1.91466 0.55802 1.43373
H -2.57229 0.41977 -0.19497
H 0.03952 1.72621 0.67437
H -1.07670 2.26737 -0.60985
*
```

=====

Stability, lowest: Q

=====

P:
Density functional theory data (wB97M-V/def2-TZVPD) for the molecule C3H6N2O.

Calculated values
Frontier orbital gap in Eh: 0.3618

```
! RIJCOSX wB97M-V def2-TZVPD def2/J DEFGRID3
* xyz 0 1
C 1.62454 -0.40821 0.09128
N 0.50021 0.48481 0.22633
C -0.70599 0.05763 -0.23216
N -0.94183 -0.92554 -1.01952
C -1.91348 0.77807 0.29635
O -1.85846 1.84798 0.85886
H 2.36784 -0.21607 0.86611
H 2.11041 -0.31985 -0.88575
H 1.24771 -1.43764 0.16941
H 0.50347 1.23139 0.90526
H -0.08366 -1.30939 -1.40974
H -2.85077 0.21682 0.13356
*
```

=====

Q:
Density functional theory data (wB97M-V/def2-TZVPD) for the molecule C3H6N2O.

Calculated values
Frontier orbital gap in Eh: 0.3861

```
! RIJCOSX wB97M-V def2-TZVPD def2/J DEFGRID3
* xyz 0 1
N 0.89308 -0.28335 0.82788
C 0.77669 -0.58111 -1.61647
O 1.71851 -1.21048 -1.92878
N -0.27006 0.04677 -1.57676
C -0.55538 -0.12046 0.81763
C -0.84905 0.71616 -0.43994
H 1.35287 0.58421 1.08673
H 1.31202 -1.02309 1.38010
H -1.09327 -1.07286 0.68951
H -0.96036 0.35836 1.72210
H -1.91587 0.86777 -0.64110
H -0.40918 1.71807 -0.32090
*
```

=====

R:
Density functional theory data (wB97M-V/def2-TZVPD) for a cluster of 2 separate species, C3H6N2O in total.

Calculated values
Frontier orbital gap (spin up / spin down) in Eh: 0.3288 / 0.2422

```
! RIJCOSX wB97M-V def2-TZVPD def2/J DEFGRID3
* xyz 0 1
C 2.90560 -0.76413 -1.71471
C 0.26843 -0.52865 0.24288
C -1.67540 0.75016 0.68742
N 2.37961 0.23704 -1.26830
N -0.32827 0.56828 0.15137
O 0.46187 -1.70299 0.46645
H 3.53896 -0.90600 -2.66023
H 2.61687 -1.78843 -1.46682
H -2.02045 -0.25180 1.01988
H -1.66967 1.40525 1.57258
H -2.50829 1.11104 0.07924
H 0.18271 1.26779 -0.31287
*
```

=====

Stability, lowest: R

=====

P:
Density functional theory data (wB97M-V/def2-TZVPD) for the molecule C3H6N2O.

Calculated values
Frontier orbital gap in Eh: 0.3330

```
! RIJCOSX wB97M-V def2-TZVPD def2/J DEFGRID3
* xyz 0 1
C 1.48210 0.51913 -1.36467
C 0.55636 -0.11434 -0.63459
O 0.20985 -1.41006 -0.85596
N -0.13534 0.44479 0.42560
C -1.16282 -0.11651 1.15695
N -1.62439 0.50135 2.16946
H 0.51757 -1.61431 -1.75264
H 1.64241 1.58714 -1.31017
H 2.12114 -0.07204 -2.00741
H 0.22101 1.31495 0.79546
H -1.49419 -1.08692 0.78176
H -2.37791 -0.03188 2.59696
*
```

=====

Q:
Density functional theory data (wB97M-V/def2-TZVPD) for a cluster of 3 separate species, C3H6N2O in total.

Calculated values
Frontier orbital gap in Eh: 0.3686

```
! RIJCOSX wB97M-V def2-TZVPD def2/J DEFGRID3
* xyz 0 1
N 0.70971 0.68716 1.36183
C 0.92732 -0.37791 0.70714
C -1.21873 -0.62156 -0.99414
O -2.08322 0.13973 -0.64234
C 1.74127 -0.42654 -0.49366
N 2.45218 -0.43689 -1.40665
H 1.07698 1.51351 0.88223
H -1.01802 1.41730 1.18781
H 0.54977 -1.32446 1.09066
H -0.46884 -0.34984 -1.75931
H -1.14584 -1.64345 -0.57394
H -1.52259 1.42294 0.64038
*
```

=====

Stability, lowest: Q

=====

P:
Density functional theory data (wB97M-V/def2-TZVPD) for the molecule C3H6N2O.

Calculated values
Frontier orbital gap in Eh: 0.2620

```
! RIJCOSX wB97M-V def2-TZVPD def2/J DEFGRID3
* xyz 0 1
N -0.09576 -0.47359 -0.18677
C -0.41158 -0.15505 1.22081
C 0.81000 0.64279 -0.67004
O 1.65563 0.26922 -1.69858
C -1.71138 -0.35434 1.66896
N -2.80460 -0.44511 2.07672
H 0.36273 -1.38221 -0.34740
H -0.96002 -0.51562 -0.73596
H 0.45303 -0.31390 1.85106
H 0.13357 1.47406 -0.88068
H 1.40123 0.90691 0.20294
H 1.22757 0.41104 -2.54940
*
```

=====

Q:
Density functional theory data (wB97M-V/def2-TZVPD) for the molecule C3H6N2O.

Calculated values
Frontier orbital gap in Eh: 0.3976

```
! RIJCOSX wB97M-V def2-TZVPD def2/J DEFGRID3
* xyz 0 1
C -0.85772 -0.93086 0.29344
C 0.21915 -0.23646 -1.88303
C 0.31251 0.79252 1.63294
N -0.51382 0.01411 -0.68336
N 0.27225 -0.22304 0.62868
O -1.59570 -1.77746 0.61324
H 1.26061 -0.16588 -1.55792
H -0.03780 -1.26767 -2.09742
H -0.21328 0.42411 -2.61370
H 0.57149 0.51066 2.66507
H 1.07661 1.41725 1.27583
H -0.49430 1.44270 1.72624
*
```

=====

Stability, lowest: Q

=====

P:
Density functional theory data (wB97M-V/def2-TZVPD) for the molecule C4H7N3O.

Calculated values
Frontier orbital gap in Eh: 0.3250

```
! RIJCOSX wB97M-V def2-TZVPD def2/J DEFGRID3
* xyz 0 1
C -0.31530 -0.83893 -1.28296
C -0.12176 0.60267 0.76607
N 1.00568 -1.25907 -1.25598
N -0.37551 1.70190 0.00093
C -1.13260 -1.24617 -0.07387
C 0.80528 0.64082 1.74300
N -1.09650 -0.48390 0.96685
O -0.90644 -0.47438 -2.29981
H 1.60484 -0.92040 -0.51311
H 1.46327 -1.22937 -2.15906
H -0.15274 2.58915 0.43673
H -1.29055 1.67111 -0.44136
H -1.87387 -2.04778 -0.19180
H 1.40582 1.52201 1.93720
H 0.98038 -0.22767 2.36716
*
```

=====

Q:
Density functional theory data (wB97M-V/def2-TZVPD) for the molecule C4H7N3O.

Calculated values
Frontier orbital gap in Eh: 0.3450

```
! RIJCOSX wB97M-V def2-TZVPD def2/J DEFGRID3
* xyz 0 1
C -1.77806 -0.67626 0.27867
C -0.48587 1.49615 0.09485
C 0.21246 -0.60749 -0.91207
C 2.20272 0.04431 -0.06300
H -1.49103 -1.69929 0.84613
H -2.42730 0.03346 0.58094
H -2.13521 -1.01273 -0.68270
H -1.19183 1.97769 0.76976
H -0.30814 -1.34908 -1.42799
H 2.93828 0.93002 -0.45045
H 1.36693 -0.86382 1.48219
N -0.56279 0.23521 -0.07714
N 1.48389 -0.74352 -1.12043
N 1.83604 0.02238 1.33222
O 0.33992 2.21299 -0.65097
*
```

=====

Stability, lowest: Q

=====

P:
Density functional theory data (wB97M-V/def2-TZVPD) for the molecule C4H7N3O.

Calculated values
Frontier orbital gap in Eh: 0.3500

```
! RIJCOSX wB97M-V def2-TZVPD def2/J DEFGRID3
* xyz 0 1
C -0.46543 -1.40798 0.43856
C 0.76472 0.66295 0.67851
C 0.11860 1.45831 -0.38859
C -1.00107 0.81834 -1.17065
H 0.32511 -3.21476 0.37031
H 1.50522 -1.31873 0.44456
H 0.36341 0.88934 1.70038
H 1.91181 0.90299 0.65355
H -0.02814 2.41382 0.06116
H 0.87185 1.56615 -1.16321
H -1.19211 1.34803 -2.10139
N -0.58434 -2.71612 0.40217
N 0.70210 -0.75071 0.45209
N -1.78414 -0.09713 -0.85409
O -1.50758 -0.55450 0.47665
*
```

=====

Q:
Density functional theory data (wB97M-V/def2-TZVPD) for the molecule C4H7N3O.

Calculated values
Frontier orbital gap in Eh: 0.3316

```
! RIJCOSX wB97M-V def2-TZVPD def2/J DEFGRID3
* xyz 0 1
C -1.11637 0.26428 0.71500
C -0.71677 -0.47849 -0.41035
C 0.78227 -0.32895 -0.26256
C 1.80330 -0.49896 -1.39704
H -3.08024 -0.40914 1.11079
H -1.30096 -1.40062 -0.05223
H -1.05609 -0.11894 -1.37953
H 1.01742 -1.12464 0.34608
H 0.93888 1.64487 -0.25197
H -0.15147 0.65962 2.23589
H 1.51183 -1.18939 -2.39243
N -2.20910 0.27461 1.42321
N 1.04162 0.91647 0.43199
N -0.21412 1.25925 1.23294
O 2.74979 0.53003 -1.34979
*
```

=====

Stability, lowest: Q